Entry 1:
102
Properties=species:S:1:pos:R:3:forces:R:3 method="wB97M-V/def2-TZVPD" gap_ev=6.148 charge=-1 homo_energy_ev=-4.49 max_force_ev_per_a=5.6
Nb -6.108432 0.184698 -1.671847 0.40 -1.37 -0.87
P -6.409709 -3.252500 -6.762489 0.40 0.56 0.62
P 5.644497 1.755786 2.482729 0.07 -0.35 0.23
P 2.957182 -3.759479 -0.884003 -0.66 0.46 -0.09
P 4.784584 3.279945 9.212204 -0.18 -0.35 -0.51
P -4.366018 1.071798 0.003796 -0.19 0.08 1.65
F -7.133423 3.759081 -3.850157 1.40 -1.62 1.22
O 4.139578 -4.064008 0.160671 -0.57 -0.11 -0.27
O 6.543127 2.031208 1.190710 -1.06 -0.49 0.28
O 1.954808 -4.980409 -0.652933 1.00 0.38 -0.84
O 2.349942 -2.411735 -0.773464 0.79 -1.03 0.07
O 5.622897 2.203334 10.043348 -1.14 0.09 -0.38
O 3.283143 2.804273 9.471463 1.30 -0.22 0.39
O 4.978736 3.189036 2.768823 0.50 -0.47 -0.37
O -5.942101 -1.867983 -6.999981 -0.58 -1.04 -0.14
O 5.168427 3.423824 7.789471 -0.12 0.19 1.09
O 3.593359 -4.110249 -2.307496 -0.93 -0.44 0.59
O -5.288417 -4.383961 -6.887290 -0.91 0.28 0.63
O -7.552187 -3.768888 -7.769653 0.52 -0.03 0.13
O -6.091909 3.689897 -1.812715 -0.80 -2.29 -5.09
O 6.358230 1.151448 3.631220 -0.59 0.58 -0.71
O 4.448663 0.881252 1.881719 1.30 0.35 -0.43
O 4.890164 4.624466 10.086431 -0.26 -0.46 -0.29
O -7.006758 -3.536822 -5.310181 1.12 -0.46 -0.83
N -4.854953 0.588096 1.491200 -0.44 -0.33 -0.89
C 4.906303 -2.964072 0.631021 0.31 0.48 0.39
C -1.117758 0.139187 -3.843133 0.03 -1.43 0.82
C 0.559641 1.325422 -2.078754 0.26 -0.57 -0.04
C -3.570227 -0.913311 -3.484138 0.62 -0.71 -0.03
C 7.025866 2.371414 10.138371 0.55 0.15 0.06
C -4.664720 -4.534394 -8.151360 0.22 0.01 -0.52
C 3.373966 0.532199 2.737775 -0.52 -0.06 0.41
C 4.632013 -3.283914 -2.800919 0.44 0.34 -0.11
C -2.357250 -0.077142 -2.826463 -0.20 0.54 -0.37
C -4.672833 -1.412418 -2.422247 0.62 -0.87 0.46
C 0.231107 0.026287 -2.968612 -0.12 -0.06 -0.44
C 1.340584 -5.076608 0.622849 -0.28 0.03 0.64
C 7.617740 2.944659 1.337734 0.44 0.41 0.13
C -5.543115 1.698950 -3.285361 -1.61 2.52 -1.72
C 4.571678 3.481233 4.100002 -0.05 0.25 0.71
C 5.846983 5.598216 9.693913 0.29 0.54 -0.19
C -8.424835 -2.801172 -8.334011 -0.32 0.37 -0.37
C -6.260535 3.092759 -2.909454 1.58 1.52 3.60
C -8.126653 -2.778689 -4.881765 -0.61 0.34 0.18
C 2.247655 3.658894 9.010668 -0.47 0.45 -0.25
H 1.217176 2.016410 -2.708473 -0.93 -0.74 1.05
H -7.280619 1.385705 -0.970993 -0.29 -0.17 0.61
H -8.091611 -1.758811 -5.271723 0.07 -0.02 0.12
H 3.678119 2.909502 4.356600 0.06 0.03 0.07
H 4.637248 -3.340761 -3.889794 -0.13 -0.07 0.12
H -4.259434 -3.580815 -8.497868 -0.03 -0.04 0.01
H -5.979686 1.350981 -4.285024 0.68 0.50 1.23
H -3.849299 -5.251777 -8.053083 -0.12 0.08 0.18
H 7.439693 2.803879 9.224088 -0.03 -0.06 0.01
H 1.116388 -0.184643 -3.681678 -1.24 0.39 1.20
H 5.370506 3.260640 4.810580 -0.13 -0.09 -0.03
H 1.292153 3.152485 9.149141 0.22 -0.10 0.03
H -5.303995 -2.265562 -2.882196 0.92 1.24 0.59
H -8.992938 -3.276509 -9.134965 0.10 -0.12 0.13
H 4.337121 4.544570 4.162337 0.02 -0.10 -0.20
H 2.241086 4.583967 9.591406 0.01 -0.03 -0.06
H -4.424851 1.872956 -3.431507 -1.49 -0.03 0.45
H -4.362233 2.510776 0.031986 0.90 -0.49 -0.35
H 7.230749 3.953026 1.500655 0.04 -0.05 0.03
H 2.378490 3.887152 7.950439 0.00 -0.01 0.06
H -8.127090 -2.737359 -3.792642 0.18 0.02 -0.15
H -7.360733 -0.475257 -2.838530 0.01 0.31 -0.25
H -9.122522 -2.433697 -7.579379 0.03 0.06 -0.07
H 0.601839 -5.877920 0.592948 0.12 0.09 -0.20
H 5.515543 -3.302050 1.470218 -0.09 -0.13 -0.12
H 5.566930 -2.598269 -0.157078 -0.03 0.08 0.08
H 4.258033 -2.156664 0.976910 0.06 -0.01 -0.15
H 4.489703 -2.242045 -2.503368 -0.03 -0.04 -0.03
H 2.913807 -0.384086 2.366553 0.12 0.11 -0.09
H 8.259997 2.654214 2.172488 -0.05 0.02 -0.02
H 7.484757 1.396526 10.304796 -0.18 0.05 -0.04
H 2.627857 1.329863 2.723236 0.01 -0.06 0.02
H 8.205620 2.939985 0.419276 -0.18 -0.14 0.04
H 2.089527 -5.318721 1.380349 -0.04 0.04 -0.02
H 3.716657 0.364863 3.761993 0.03 -0.01 -0.05
H -1.128227 -0.764965 -4.566304 0.07 1.48 0.97
H -5.726115 0.041092 1.424460 0.54 0.34 0.06
H 0.113893 -0.909587 -2.299064 0.27 1.56 -1.06
H -9.043975 -3.271434 -5.214952 0.01 0.01 -0.03
H 1.131850 0.990492 -1.140294 -0.67 0.62 -1.43
H -1.195926 1.091697 -4.467952 0.11 -1.18 0.99
H -3.040828 0.538202 -0.181271 -0.20 0.98 -0.09
H -3.078167 -1.873629 -3.915169 -0.66 1.51 0.53
H -2.672059 0.971352 -2.466075 0.17 -1.64 -0.47
H 7.254950 3.017024 10.989701 0.03 -0.01 -0.04
H 5.651679 6.515511 10.250760 -0.09 -0.18 0.06
H -4.039851 -0.382057 -4.397110 0.72 -0.65 1.54
H 0.839669 -4.141024 0.881757 0.03 -0.05 -0.02
H -0.362053 1.894872 -1.714839 1.14 -0.88 -0.67
H -7.861225 -1.966830 -8.756424 -0.03 -0.02 0.15
H 5.766537 5.816347 8.627136 0.06 -0.11 0.06
H -6.633609 -0.995307 -0.379030 -0.47 -0.02 -0.11
H -5.383453 -4.918596 -8.878984 0.04 0.05 0.00
H 5.591651 -3.648004 -2.425864 -0.01 0.05 -0.01
H 6.856248 5.254182 9.927574 0.00 0.06 -0.07
H -1.990264 -0.631837 -1.878253 -0.58 0.77 -1.62
H -4.143752 -1.889666 -1.505198 -0.59 0.61 -1.48


Entry 2:
42
Properties=species:S:1:pos:R:3:forces:R:3 method="wB97M-V/def2-TZVPD" gap_ev=7.771 charge=-1 homo_energy_ev=-5.53 max_force_ev_per_a=1.1
Cl -0.505313 2.457409 3.155871 0.03 0.18 -0.11
Cl -1.722987 4.563206 1.543751 -0.01 0.00 0.00
Cl 1.008804 4.857207 2.459859 0.12 -0.03 -0.01
S -0.209510 -2.913133 -1.055400 0.35 -0.25 -0.28
S -2.391352 -2.203085 0.337573 -0.20 -0.98 0.23
O -2.762701 -1.945195 1.708059 0.47 1.01 0.09
O -0.927703 -2.898505 -2.319166 -0.33 0.31 -0.10
O -4.877214 0.667414 -0.306572 -0.12 0.37 -0.52
O -2.773280 -3.527578 -0.091769 0.09 -0.15 -0.40
O 0.103526 -4.224370 -0.540949 -0.01 -0.09 0.39
N -0.822108 -1.876609 0.045497 -0.36 -0.62 -0.35
C 1.394475 -2.265728 -1.533354 -0.47 0.69 0.00
C 2.469790 0.009402 -1.661900 -0.92 -0.15 -0.07
C 3.670586 0.915406 0.357966 -0.82 -0.15 0.75
C 2.328440 0.376932 -0.193663 0.99 -0.09 0.13
C 1.314071 -0.860952 -2.156155 0.01 -0.36 0.25
C -3.478072 0.373828 -0.470903 0.12 -0.54 -0.45
C -0.581223 4.190794 2.834334 -0.08 -0.15 0.09
C 3.959145 0.345991 1.747832 0.28 -0.18 -0.39
C -2.744901 0.963385 0.706500 -0.94 0.00 0.45
C -3.327164 -1.140057 -0.760318 0.61 0.65 -0.16
H 1.530213 1.095386 -0.026443 -0.16 0.08 -0.09
H -2.810042 -1.273172 -1.708295 0.09 -0.15 -0.11
H 1.318197 -0.971539 -3.237389 0.09 0.12 -0.15
H 3.608528 1.996005 0.452480 0.28 0.25 -0.33
H 2.532805 0.925044 -2.249460 0.21 0.05 -0.18
H -5.237900 0.718171 -1.208224 0.02 -0.09 0.62
H -4.307119 -1.586663 -0.877985 -0.15 -0.15 0.30
H -3.138264 0.898178 -1.367580 0.06 0.04 -0.11
H 2.104719 -2.331803 -0.716201 -0.07 0.00 0.26
H 4.192406 -0.713028 1.642975 -0.08 -0.16 0.14
H -3.230915 0.592066 1.606731 0.18 -0.14 0.18
H 2.073355 -0.504261 0.390641 -0.21 -0.17 -0.02
H -0.931089 4.676468 3.733825 -0.03 0.02 0.03
H 4.473371 0.613395 -0.307024 0.21 0.29 -0.17
H 1.679228 -2.992375 -2.286228 0.06 -0.23 -0.01
H 3.099755 0.436501 2.404376 -0.10 0.10 0.14
H -2.939381 2.032770 0.680329 0.33 0.18 0.00
H 4.827982 0.814846 2.205564 0.03 0.12 0.14
H 3.374899 -0.581356 -1.798866 0.31 0.17 -0.06
H -1.688956 0.730850 0.760243 0.15 -0.06 -0.22
H 0.342898 -0.441246 -1.900564 -0.02 0.28 0.09


Entry 3:
13
Properties=species:S:1:pos:R:3:forces:R:3 method="wB97M-V/def2-TZVPD" gap_ev=8.085 charge=0 homo_energy_ev=-8.01 max_force_ev_per_a=0.5
N -1.381508 0.494099 -0.054792 0.01 -0.25 0.13
C 0.603092 2.498746 -0.698359 -0.36 -0.06 -0.15
C -0.467169 -0.397633 0.059135 -0.12 0.28 -0.03
C 1.128763 1.349611 -0.249994 0.00 0.16 -0.29
C -0.695320 -1.874407 0.278620 -0.11 -0.24 0.04
C 0.922988 0.043409 -0.009843 0.27 0.09 0.10
H 0.566995 3.372907 -0.044579 -0.12 -0.11 0.15
H -0.349910 -2.153604 1.278896 0.01 0.06 -0.06
H -1.745892 -2.160331 0.197350 0.02 0.22 0.03
H 2.125267 1.871319 -0.445411 0.24 -0.35 0.19
H -0.141657 -2.497221 -0.430265 0.07 0.23 0.01
H 1.750712 -0.635018 0.126811 -0.06 -0.06 -0.03
H -2.316361 0.088124 -0.007569 0.15 0.02 -0.09


Entry 4:
84
Properties=species:S:1:pos:R:3:forces:R:3 method="wB97M-V/def2-TZVPD" gap_ev=9.486 charge=0 homo_energy_ev=-9.20 smiles=CC(C)O.CC(C)O.CC(C)O.CC(C)O.CCO.CCO.CCO.CCO max_force_ev_per_a=2.6
O -5.066427 -2.768486 0.703859 -0.02 -0.07 0.00
O -4.422223 1.412117 5.769908 0.60 -0.49 0.35
O -1.432945 -3.493797 -5.599745 0.07 0.04 -0.49
O 3.517985 -3.879541 0.753954 0.06 0.64 0.11
O -0.872641 2.881388 -2.755981 0.59 -0.05 0.02
O 2.366896 3.026077 0.975958 -0.42 0.65 0.35
O 2.652240 3.817742 3.649601 0.29 -0.09 0.49
O 0.015736 1.994584 -0.069744 -0.67 -0.32 -0.47
C -3.856788 1.017811 4.514596 -1.31 1.23 -0.51
C -3.395089 -3.040479 -4.327336 -0.20 0.37 0.22
C 3.731839 1.150673 0.381014 0.21 -0.37 -0.14
C -3.661061 -2.603802 0.762770 0.58 0.73 0.12
C -0.340659 1.667349 -4.778047 0.10 -0.11 -0.37
C 1.634725 3.502657 4.593042 -0.35 -0.05 -1.09
C -0.260913 0.772659 1.918821 0.35 0.53 0.88
C 2.993755 -3.260421 -0.453815 1.19 -1.97 1.11
C -1.978902 -2.557010 -4.674487 -0.13 -0.50 -0.05
C -3.031625 -3.305164 -0.428348 -0.57 -0.23 0.49
C 2.123385 3.609588 6.023960 0.02 -0.07 -0.66
C -0.412534 -0.391661 -0.251516 -0.25 0.04 -0.81
C 4.663401 3.486838 0.477975 0.01 -0.42 0.36
C -0.975335 -2.377075 -3.519895 -0.89 0.83 -0.14
C 0.148621 2.657666 -3.733104 0.13 -0.51 -0.69
C 4.110680 -3.262370 -1.499222 -0.92 0.87 -0.50
C -0.731364 0.898132 0.470608 1.27 -0.13 1.59
C 1.809836 -4.113799 -0.870268 -0.59 1.67 -1.38
C 3.451036 2.640282 0.171769 -0.15 -1.00 -0.59
C -3.608998 2.288805 3.708158 0.67 -0.31 -0.37
H 4.254673 0.760041 -0.499193 0.39 -0.03 0.35
H -0.499196 0.657939 -4.396273 -0.18 0.17 0.40
H -1.274417 2.029733 -5.209566 0.00 -0.11 -0.11
H -1.951781 -3.169643 -0.409353 0.00 0.00 -0.20
H 0.448904 3.593769 -4.207890 -0.17 0.09 0.00
H -4.516077 2.845743 3.477660 -0.12 0.01 0.40
H 1.257815 2.493674 4.377812 0.13 -0.15 0.28
H 5.535738 3.054852 -0.015130 -0.02 0.15 -0.17
H -0.610559 -0.110747 2.454632 -0.28 -0.09 -0.31
H 2.746548 -2.241685 -0.157261 -0.25 -0.06 -0.10
H 3.909027 -4.717082 0.487845 0.01 -0.03 0.04
H -1.358927 3.656698 -3.047213 -0.14 -0.01 0.23
H -5.495571 -2.047306 1.170280 0.02 -0.03 0.07
H -1.796878 1.135384 0.528412 -0.08 -0.07 -0.54
H 1.313764 -3.519791 -1.656436 -0.14 -0.38 -0.10
H -0.964320 -0.449609 -1.194315 -0.26 -0.32 0.20
H 0.785870 4.158324 4.357496 -0.10 0.13 0.56
H -1.123804 -4.253463 -5.095925 -0.04 -0.03 -0.03
H 4.275223 0.977004 1.313536 0.33 0.07 -0.20
H 0.040985 -2.638055 -3.807329 -0.09 -0.32 -0.12
H -3.272790 -4.369539 -0.405683 0.16 -0.05 0.13
H 2.123100 -5.042723 -1.344698 0.01 -0.16 0.31
H 4.542824 -4.246367 -1.678640 -0.07 -0.09 0.20
H -1.312728 -2.915444 -2.635009 0.28 -0.02 0.06
H -0.608081 -1.234154 0.409232 -0.24 -0.18 -0.28
H -3.369196 -4.037723 -3.884431 -0.02 0.00 0.00
H -0.545729 1.634068 2.531441 -0.25 0.05 -0.22
H 4.515552 4.516613 0.161248 0.07 0.05 0.14
H -3.987991 -2.385759 -3.680965 0.48 0.10 0.33
H 1.367366 3.174478 6.675762 0.05 0.14 0.20
H 1.048040 -4.240637 -0.106567 0.31 -0.24 0.30
H 1.536039 2.647778 0.634504 0.17 0.01 -0.10
H -2.927309 0.477118 4.665874 -0.09 -0.14 0.26
H -2.109380 -1.617654 -5.217580 0.34 -0.07 -0.12
H -4.007240 -3.058298 -5.230171 0.31 -0.32 -0.21
H -0.930193 -1.306418 -3.306672 -0.06 -0.09 0.44
H 4.889013 -2.543034 -1.251609 0.09 -0.14 0.14
H 0.387018 1.514653 -5.579671 0.02 0.35 -0.03
H -4.590947 0.420053 3.967480 0.26 -0.45 0.07
H 3.652883 -2.927357 -2.437236 0.26 -0.05 -0.13
H 1.070087 2.266560 -3.296253 -0.25 0.03 0.58
H -3.162733 2.077975 2.729216 0.15 -0.13 0.14
H 2.853601 0.508897 0.481161 -0.41 0.44 -0.16
H -5.376105 1.480150 5.706899 -0.03 -0.03 -0.21
H 0.630925 -0.451087 -0.569145 0.16 0.24 0.41
H 4.858380 3.417479 1.551054 -0.03 0.31 0.01
H -3.374214 -1.542419 0.750877 -0.27 0.12 -0.40
H -0.238554 2.057646 -1.004005 0.04 0.52 0.04
H 3.048903 3.039501 6.109632 -0.02 -0.02 0.12
H -3.494042 -2.926929 -1.339220 0.30 0.21 -0.07
H 2.328906 4.644896 6.290545 -0.06 0.00 0.10
H 2.404662 3.462337 2.779587 0.13 0.15 0.00
H -2.905032 2.889236 4.283824 -0.13 0.31 -0.16
H -3.234295 -2.903724 1.727924 -0.20 -0.66 -0.07
H 3.211983 2.771717 -0.896883 -0.22 0.11 0.14
H 0.827626 0.761570 2.021907 0.08 -0.17 -0.45